This record from the Open Molecules 2025 dataset describes a molecular structure, C30H25Br2MnN5O10. The level of theory is wB97M-V/def2-TZVPD.

Geometry as XYZ:
```
73
C30H25Br2MnN5O10 | the Open Molecules 2025 dataset | wB97M-V/def2-TZVPD
Mn -0.001 -0.239 -0.532
Br 2.565 -1.958 0.881
Br -2.371 1.877 -1.765
C 2.350 6.585 -5.543
C 3.640 6.463 -4.978
C 3.910 5.365 -4.159
C 2.948 4.357 -3.997
C 1.731 4.467 -4.585
C 1.405 5.522 -5.386
N 3.350 3.162 -3.167
O 2.455 2.363 -2.841
O 4.571 2.931 -3.031
H 2.125 7.476 -6.112
H 4.371 7.257 -5.032
H 4.803 5.200 -3.575
H 1.006 3.666 -4.610
H 0.501 5.602 -5.971
C -2.570 -1.098 8.621
C -1.800 0.069 8.636
C -1.471 0.657 7.410
C -2.034 0.146 6.269
C -2.905 -0.931 6.275
C -3.202 -1.560 7.474
N -1.764 0.847 4.992
O -1.609 0.167 3.929
O -1.671 2.111 4.999
H -2.909 -1.442 9.587
H -1.391 0.530 9.523
H -0.896 1.545 7.196
H -3.453 -1.254 5.402
H -3.967 -2.318 7.559
C -0.003 8.617 2.230
C 1.386 8.540 2.450
C 2.013 7.275 2.437
C 1.261 6.104 2.145
C -0.132 6.252 1.835
C -0.780 7.480 1.964
N 1.944 4.794 2.191
O 3.161 4.844 2.368
O 1.305 3.782 1.819
H -0.529 9.559 2.282
H 1.865 9.451 2.778
H 3.037 7.250 2.780
H -0.656 5.384 1.462
H -1.838 7.590 1.781
C -1.823 -8.325 0.642
C -0.897 -7.370 0.310
C -1.251 -6.031 0.466
C -2.512 -5.650 1.010
C -3.297 -6.666 1.531
C -2.995 -7.988 1.338
N -2.875 -4.268 1.006
O -3.877 -3.927 1.602
O -2.183 -3.409 0.493
H -1.566 -9.372 0.567
H 0.117 -7.649 0.067
H -0.473 -5.305 0.280
H -4.196 -6.533 2.115
H -3.635 -8.824 1.579
C 1.035 -7.044 -6.123
C 0.134 -6.715 -5.085
C -0.082 -5.425 -4.675
C 0.719 -4.377 -5.251
C 1.548 -4.720 -6.320
C 1.667 -5.997 -6.770
N 0.715 -2.997 -4.644
O 0.109 -2.789 -3.572
O 1.435 -2.170 -5.196
H 0.990 -8.033 -6.554
H -0.331 -7.575 -4.627
H -0.798 -5.245 -3.887
H 2.227 -3.965 -6.689
H 2.344 -6.121 -7.602
```

Computed properties:
* ΔE to the lowest compared entry with this formula, charge and spin: 180.1 kcal/mol
* frontier orbital gap (spin up / spin down): 6.13 / 6.27 eV
* 2S+1: 6